Here is 6 unconnected molecules or ions with the total composition C5H25N2O5 at a distorted geometry from the OMol25 dataset. Energies are from wB97M-V/def2-TZVPD.

The geometry in XYZ format:
```
37
C5H25N2O5 | the OMol25 dataset | wB97M-V/def2-TZVPD
C -2.51 -0.30 0.28
C -1.25 0.19 -0.45
C -0.64 -0.66 -1.64
C -0.57 -2.15 -1.25
C 0.81 -2.80 -1.71
N 1.83 -1.78 -2.04
N -0.16 0.41 0.63
H -3.28 0.03 -0.35
H -2.66 -1.38 0.29
H -2.71 0.08 1.30
H -1.68 1.21 -0.68
H -1.44 -0.62 -2.40
H 0.11 0.00 -2.17
H -0.63 -2.28 -0.21
H -1.45 -2.69 -1.69
H 0.44 -3.40 -2.54
H 1.17 -3.55 -0.93
H 1.53 -1.17 -2.77
H 2.71 -2.18 -2.31
H 0.40 -0.43 0.70
H 0.28 1.30 0.41
H -0.47 0.52 1.66
H 3.19 1.07 0.18
H 2.45 0.20 -0.97
O 2.42 0.58 -0.10
H -0.53 3.59 2.03
H -1.81 4.37 1.42
O -1.09 3.72 1.27
H 2.23 -1.28 1.82
H 1.61 -2.25 2.93
O 1.71 -1.35 2.63
H -2.10 -0.39 3.12
H -1.54 0.67 4.00
O -1.40 0.28 3.12
H 1.63 4.49 -0.50
H 2.05 4.08 -1.85
O 1.36 3.87 -1.21
```

## Properties
Net charge: +1
HOMO level, eV: -12.6
Relative energy (zero: lowest compared OMol25 entry of this formula, charge and spin), eV: 2.699
Kohn-Sham gap, eV: 10.1
Largest force on an atom, Eh/bohr: 0.067

Löwdin atomic charge list, values in e, 8 entries:
1 C -0.0561
2 C -0.2793
3 C -0.1401
4 C -0.1671
5 C -0.2288
6 N -0.0090
7 N 0.1873
8 H 0.0709

=====

Here is a molecular structure, C5H10S2 at a distorted geometry from the OMol25 dataset. Energies are from wB97M-V/def2-TZVPD.

The geometry in XYZ format:
```
17
C5H10S2 | the OMol25 dataset | wB97M-V/def2-TZVPD
C 0.52 -1.30 0.19
C -1.59 -0.13 1.38
C 0.34 1.25 0.82
C 1.12 -0.31 -2.38
C -0.62 0.25 0.24
S 0.50 -2.33 1.40
S 1.50 -1.61 -1.12
H -2.14 -1.05 1.01
H -2.40 0.72 1.53
H -0.97 -0.29 2.33
H 1.28 1.53 0.29
H 0.60 0.90 1.89
H -0.22 2.15 0.95
H 0.42 0.40 -1.87
H 0.58 -0.71 -3.24
H 2.19 -0.03 -2.66
H -1.09 0.56 -0.75
```

## Properties
HOMO level, eV: -8.2
Relative energy (zero: lowest compared OMol25 entry of this formula, charge and spin), eV: 1.846
Kohn-Sham gap, eV: 8.6
Largest force on an atom, Eh/bohr: 0.078

Löwdin atomic charge list, values in e, 8 entries:
1 C -1.1507
2 C -0.1825
3 C -0.1544
4 C -0.3433
5 C -0.3711
6 S 0.6534
7 S 0.8272
8 H 0.0776

=====

Here is 2 unconnected molecules or ions with the total composition C19H18FNO3S at a distorted geometry from the OMol25 dataset. Energies are from wB97M-V/def2-TZVPD.

The geometry in XYZ format:
```
43
C19H18FNO3S | the OMol25 dataset | wB97M-V/def2-TZVPD
C -2.87 -3.81 -0.18
C -2.46 -2.39 0.07
C -3.15 -1.25 -0.56
C -2.97 -0.06 -0.24
C -2.01 0.08 0.56
C -1.40 -0.85 1.39
C -1.72 -2.21 1.18
H -1.11 -2.86 1.37
H -0.64 -0.50 1.97
S -1.60 1.91 1.08
O -1.37 2.29 2.49
O -2.79 2.87 0.44
N -0.22 2.04 0.11
C 1.01 2.67 0.92
C 1.88 1.37 0.95
C 2.78 1.02 0.26
C 3.64 -0.26 0.33
C 3.36 -0.95 1.47
C 2.57 -0.46 2.30
C 1.69 0.63 2.32
H 0.95 0.87 2.86
H 2.23 -1.10 3.38
F 4.12 -1.91 1.59
H 4.29 -0.33 -0.27
H 3.01 1.86 -0.96
H 0.79 3.02 1.85
H 1.50 3.18 0.30
C -0.31 2.45 -1.24
C 0.31 1.15 -1.79
C 0.34 -0.22 -1.76
C 1.31 -0.58 -2.75
C 1.89 0.37 -3.36
O 1.41 1.57 -2.73
H 2.70 0.37 -3.96
H 1.49 -1.78 -2.88
H -0.34 -0.54 -1.20
H -1.39 2.25 -1.61
H 0.04 3.26 -1.32
H -3.58 0.84 -0.65
H -4.19 -1.44 -1.16
H -3.42 -4.34 0.70
H -3.63 -3.81 -0.94
H -2.10 -4.43 -0.34
```

## Properties
HOMO level, eV: -8.8
Relative energy (zero: lowest compared OMol25 entry of this formula, charge and spin), eV: 18.306
Kohn-Sham gap, eV: 9.0
Largest force on an atom, Eh/bohr: 0.349

Löwdin atomic charge list, values in e, 8 entries:
1 C -0.0417
2 C -0.2092
3 C -0.0401
4 C -0.1929
5 C -0.2731
6 C 0.0149
7 C 0.0060
8 H 0.0408

=====

Here is a molecular structure, C17H21FIrN6O5S2 from the OMol25 dataset. Energies are from wB97M-V/def2-TZVPD.

The geometry in XYZ format:
```
53
C17H21FIrN6O5S2 | the OMol25 dataset | wB97M-V/def2-TZVPD
Ir 0.85 -0.15 -0.99
N 2.39 -2.23 0.05
N 2.77 -1.70 1.30
C 2.81 -0.40 1.44
N 3.26 0.18 2.54
N 2.29 0.35 0.41
N 3.15 0.86 -0.49
O 2.57 0.88 -1.63
O 4.27 1.20 -0.29
H 1.60 -2.87 0.23
H 3.17 -2.75 -0.33
H 2.69 -2.32 2.12
H 3.69 -0.36 3.28
H 3.19 1.18 2.64
C 0.12 -2.41 -3.16
S -0.39 -0.70 -2.87
C 0.45 0.11 -4.24
H 1.20 -2.48 -3.23
H -0.34 -2.77 -4.08
H -0.26 -2.99 -2.32
H 0.02 -0.25 -5.18
H 1.52 -0.09 -4.21
H 0.26 1.17 -4.14
O -0.67 -3.91 3.71
S 0.15 -2.87 3.17
O 1.57 -2.91 3.46
N -0.01 -2.75 1.53
C -0.47 -1.58 1.19
O -0.62 -1.25 -0.05
C -0.79 -0.66 2.33
C -1.34 0.61 2.32
C -1.55 1.24 3.54
C -1.23 0.62 4.74
C -0.69 -0.66 4.76
C -0.48 -1.27 3.54
H -1.61 1.09 1.40
H -1.98 2.24 3.55
H -1.42 1.13 5.67
H -0.46 -1.17 5.68
F -4.91 2.68 -3.42
C -3.74 2.44 -2.81
C -3.67 1.45 -1.85
C -2.46 1.21 -1.23
C -1.32 1.95 -1.55
C 0.00 1.72 -0.88
C -1.43 2.93 -2.53
C -2.63 3.19 -3.17
H -4.56 0.88 -1.61
H -2.40 0.39 -0.52
H -0.03 1.92 0.19
H 0.73 2.41 -1.32
H -0.56 3.52 -2.79
H -2.72 3.96 -3.92
```

## Properties
Net charge: +1
HOMO level, eV: -11.4
Relative energy (zero: lowest compared OMol25 entry of this formula, charge and spin), eV: 1.037
Kohn-Sham gap, eV: 7.7
Largest force on an atom, Eh/bohr: 0.012

Löwdin atomic charge list, values in e, 8 entries:
1 Ir 1.1036
2 N 0.0747
3 N 0.0573
4 C -0.3692
5 N 0.2735
6 N -0.0263
7 N -0.4031
8 O -0.0974